Here is 11 unconnected molecules or ions with the total composition C22H46BBrFN11O26 in a non-equilibrium geometry from OMol25. Energies are from the ωB97M-V functional and the def2-TZVPD basis.

Computed properties:
E_HOMO ... -9.4 eV
Energy above the lowest of the compared OMol25 structures with the same formula, charge and spin ... 0.000 eV

XYZ file:
```
108
Properties=species:S:1:pos:R:3:mulliken_charge:R:1
H -0.79935 4.89603 -1.91224 0.254
N -0.71824 4.03940 -1.36365 -0.525
C -1.85436 3.48486 -1.29999 -0.431
C -2.05264 2.21624 -0.50861 -1.346
C -1.59643 0.89582 -1.19153 3.067
C -2.19340 -0.14529 -0.36153 -1.899
C -2.81787 -0.95310 0.26191 -0.938
C -2.02647 0.69413 -2.64325 -0.127
Br -3.76896 1.48252 -3.08972 -0.114
B -2.08591 -0.79386 -3.28471 0.720
O -1.66436 -1.89589 -2.64731 -0.421
O -2.56529 -0.93084 -4.57471 -0.583
O -1.02470 1.37082 -3.45774 -0.368
C 0.12526 1.47768 -2.75575 0.157
O 1.11149 1.98669 -3.17662 -0.572
C -0.04201 0.84034 -1.35496 0.879
F 0.58764 1.61290 -0.42965 -0.420
O 0.36777 -0.45149 -1.25070 -0.229
C 1.68269 -0.74081 -1.77014 -0.560
C 2.57305 -1.33974 -0.68806 -0.472
O 3.49312 -0.34064 -0.25582 -0.293
C 4.83954 -0.75114 -0.22501 -0.366
C 5.72205 0.47697 -0.16287 -0.989
H -2.72779 3.91298 -1.77859 0.467
H -3.11765 2.10536 -0.33619 0.491
H -1.58218 2.28845 0.46267 0.685
H -3.39731 -1.46753 0.99072 0.640
H -1.76745 -2.68072 -3.19448 0.245
H -2.17709 -0.28178 -5.16982 0.302
H 2.18519 0.14398 -2.13899 0.482
H 1.53874 -1.47462 -2.55817 0.323
H 3.09786 -2.20557 -1.07829 0.523
H 1.95497 -1.59464 0.16630 0.030
H 5.11378 -1.34587 -1.09906 0.366
H 5.02522 -1.36397 0.66168 0.264
H 6.72726 0.25326 -0.50472 0.390
H 5.32489 1.26425 -0.79746 0.189
H 5.76963 0.85999 0.85080 0.268
C -0.64986 -3.44530 1.82550 -0.657
N 0.65990 -4.06859 2.15922 0.955
O 0.70034 -4.86376 3.07360 -0.572
O 1.61402 -3.72882 1.49161 -0.572
H -1.40101 -3.83791 2.49917 0.309
H -0.54198 -2.37139 1.94490 0.248
H -0.87799 -3.69273 0.79329 0.261
C -4.79672 -3.23088 -4.40833 -0.588
N -6.04175 -3.81080 -3.83567 0.925
O -6.43030 -3.38344 -2.76906 -0.541
O -6.58055 -4.68836 -4.47465 -0.559
H -4.43118 -2.46884 -3.73382 0.124
H -4.08465 -4.04417 -4.51459 0.303
H -5.04655 -2.80801 -5.37563 0.297
C 5.45727 4.91876 0.27679 -0.750
N 6.83061 4.46339 0.62154 0.996
O 6.95215 3.65407 1.51970 -0.580
O 7.74868 4.92737 -0.01689 -0.554
H 4.75525 4.42342 0.93642 0.303
H 5.42856 5.99584 0.41100 0.321
H 5.28142 4.65049 -0.75684 0.278
C -4.71267 -1.80248 4.80389 -0.727
N -3.71657 -1.96679 3.71727 0.981
O -2.61626 -1.48747 3.86167 -0.520
O -4.07442 -2.57912 2.72615 -0.563
H -4.25651 -1.23429 5.60444 0.302
H -5.55582 -1.27248 4.38308 0.214
H -5.00277 -2.79498 5.13633 0.297
C -6.35272 -6.88569 -1.72787 -0.577
N -5.00296 -7.36037 -1.32046 0.896
O -4.91742 -8.06935 -0.34328 -0.533
O -4.06898 -6.99395 -2.00448 -0.538
H -7.08452 -7.27943 -1.03348 0.301
H -6.33374 -5.79977 -1.70447 0.172
H -6.53397 -7.24361 -2.73634 0.275
C 8.49980 3.08551 -2.99990 -0.745
N 7.06458 2.69210 -2.98252 0.772
O 6.71652 1.75681 -3.66519 -0.511
O 6.33749 3.34676 -2.26491 -0.439
H 9.02771 2.41994 -3.67171 0.317
H 8.54810 4.11535 -3.33882 0.278
H 8.86893 3.00367 -1.98178 0.284
C 2.89024 -5.73144 5.70724 -0.685
N 2.42869 -5.90613 7.11195 0.875
O 1.57980 -6.74249 7.33061 -0.523
O 2.93957 -5.19174 7.94790 -0.532
H 2.35076 -6.42645 5.07649 0.311
H 2.68253 -4.70564 5.42132 0.266
H 3.95778 -5.92729 5.69147 0.285
C -2.40122 6.11057 -5.28602 -0.764
N -2.76846 6.11016 -3.84327 0.886
O -3.67667 5.38839 -3.48991 -0.515
O -2.12068 6.82700 -3.11226 -0.509
H -3.05789 5.42387 -5.80559 0.303
H -2.51974 7.12639 -5.64953 0.300
H -1.36423 5.79657 -5.35534 0.299
C 6.13804 3.75297 4.85016 -0.486
N 5.86586 5.21446 4.90594 0.883
O 6.57611 5.89934 5.60853 -0.531
O 4.94533 5.62401 4.23019 -0.527
H 6.98355 3.53614 5.49119 0.297
H 5.24219 3.24248 5.18972 0.270
H 6.35347 3.50537 3.81441 0.123
C -7.49234 1.95234 2.70330 -0.719
N -6.58442 1.18380 3.59746 0.841
O -5.48672 0.88822 3.17417 -0.469
O -7.00599 0.89684 4.69723 -0.515
H -6.97927 2.12830 1.76597 0.284
H -8.38680 1.35432 2.56050 0.295
H -7.72962 2.88374 3.20756 0.290
```